Record 1
# C31H33ClN2O2Si2Ti

A structure of composition C31H33ClN2O2Si2Ti in a non-equilibrium geometry (the ωB97M-V functional and the def2-TZVPD basis, OMol25).

Each line ends with the Löwdin charge.
Positions of all 72 atoms, in Å:
C -2.605 -0.593 4.306  -0.189
C -2.573 0.008 3.000  -0.202
C -1.860 -0.892 2.136  -0.218
H -3.124 0.893 2.689  0.095
C -1.381 -1.998 2.915  -0.192
C -1.863 -1.815 4.248  -0.179
H -1.823 -2.573 5.032  0.116
H -3.245 -0.280 5.134  0.103
H -1.828 -0.824 1.054  0.074
H -0.846 -2.858 2.542  0.089
Ti -0.433 -0.162 3.632  0.363
Si -0.595 -0.253 -2.688  0.784
C -0.445 1.322 -3.684  -0.343
C 0.580 1.442 -4.646  -0.101
H 1.197 0.576 -4.905  0.106
C 0.823 2.669 -5.275  -0.088
H 1.616 2.743 -6.024  0.100
C 0.041 3.785 -4.963  -0.095
H 0.231 4.741 -5.458  0.100
C -0.997 3.662 -4.035  -0.093
H -1.620 4.525 -3.812  0.099
C -1.251 2.438 -3.418  -0.111
H -2.068 2.339 -2.712  0.094
C -0.364 -1.557 -4.027  -0.334
C -1.159 -1.428 -5.184  -0.114
H -1.878 -0.616 -5.261  0.099
C -1.021 -2.310 -6.273  -0.087
H -1.642 -2.187 -7.161  0.097
C -0.067 -3.343 -6.232  -0.098
H 0.045 -4.035 -7.081  0.102
C 0.749 -3.469 -5.098  -0.094
H 1.523 -4.255 -5.077  0.103
C 0.591 -2.605 -3.999  -0.098
H 1.237 -2.722 -3.116  0.084
H -1.954 -0.315 -2.123  0.009
Si 1.809 -0.206 -1.088  0.810
C 1.208 -1.898 -0.350  -0.393
C -0.124 -2.362 -0.344  -0.163
H -0.958 -1.737 -0.718  0.039
C -0.417 -3.670 0.074  -0.098
H -1.433 -4.051 -0.100  0.114
C 0.561 -4.456 0.687  -0.097
H 0.306 -5.451 1.061  0.103
C 1.868 -3.963 0.776  -0.087
H 2.635 -4.551 1.273  0.099
C 2.201 -2.742 0.194  -0.143
H 3.244 -2.423 0.156  0.087
C 0.885 1.396 -0.560  -0.426
C -0.437 1.381 -0.083  -0.208
H -0.993 0.449 -0.049  0.037
C -1.103 2.555 0.276  -0.096
H -2.108 2.494 0.694  0.101
C -0.513 3.789 0.025  -0.106
H -1.059 4.710 0.234  0.096
C 0.774 3.833 -0.529  -0.096
H 1.225 4.794 -0.775  0.099
C 1.485 2.658 -0.772  -0.113
H 2.502 2.714 -1.164  0.097
H 3.151 -0.078 -0.542  -0.021
Cl 1.332 -0.011 2.314  0.159
C 2.432 1.270 7.542  0.008
O 1.306 0.332 7.296  0.024
C 0.666 0.485 6.162  -0.527
O 0.268 -0.490 5.451  -0.047
N 0.473 1.725 5.718  0.058
N -0.407 1.828 4.584  0.014
H 2.094 2.199 7.999  0.087
H 3.002 1.482 6.628  0.110
H 3.053 0.727 8.237  0.093
H 0.465 2.479 6.400  0.159
H -0.063 2.568 3.959  0.120
H -1.320 2.166 4.899  0.122

Output
LUMO level (alpha / beta) (eV): -0.51 / -0.51
⟨S²⟩: 2.00
Multiplicity: 3
Net charge: 0
Relative energy (zero: lowest compared OMol25 entry of this formula, charge and spin) (kJ/mol): 0.0
E_tot (a.u.): -3349.6352

=====

Record 2
# C32H35N5O4S

A cluster of 2 separate species, C32H35N5O4S in total in a non-equilibrium geometry (the ωB97M-V functional and the def2-TZVPD basis, OMol25).

Each line ends with the Löwdin charge.
Positions of all 77 atoms, in Å:
C 2.283 3.235 3.148  -0.087
N 2.551 1.882 2.658  -0.064
C 1.609 0.894 3.085  -0.366
O 0.830 1.117 4.004  0.113
C 1.694 -0.347 2.299  -0.051
C 0.599 -1.159 2.102  0.085
C -0.727 -0.579 2.074  -0.194
C -0.944 0.718 1.537  0.019
C -2.152 1.379 1.642  -0.131
C -3.240 0.730 2.296  -0.087
C -3.063 -0.589 2.809  -0.137
C -1.843 -1.233 2.648  0.029
C -4.185 -1.278 3.517  -0.151
C -5.266 -0.318 4.008  -0.167
C -5.605 0.700 2.935  -0.169
N -4.428 1.384 2.449  -0.082
C -4.717 2.611 1.737  -0.165
C -3.499 3.512 1.625  -0.167
C -2.296 2.754 1.071  -0.145
C 3.019 -0.606 1.762  -0.332
O 3.256 -1.433 0.875  0.067
N 4.064 0.167 2.320  -0.061
C 5.447 -0.232 2.054  -0.077
C 3.884 1.500 2.631  -0.722
S 5.156 2.531 2.976  0.710
H 1.221 3.456 3.003  0.089
H 2.551 3.325 4.210  0.093
H 2.921 3.922 2.588  0.059
H 0.715 -2.237 2.080  0.087
H -0.122 1.214 1.015  0.135
H -1.695 -2.249 3.029  0.127
H -3.778 -1.825 4.373  0.120
H -4.639 -2.027 2.850  0.126
H -4.912 0.206 4.903  0.123
H -6.174 -0.864 4.278  0.115
H -6.290 1.465 3.320  0.121
H -6.122 0.189 2.104  0.134
H -5.097 2.397 0.720  0.135
H -5.527 3.117 2.277  0.121
H -3.743 4.352 0.970  0.114
H -3.253 3.920 2.611  0.121
H -1.382 3.326 1.273  0.117
H -2.383 2.694 -0.025  0.127
H 5.476 -1.283 1.770  0.089
H 5.876 0.410 1.277  0.082
H 6.015 -0.037 2.965  0.066
O 0.986 -7.119 4.076  0.105
C 2.111 -7.471 3.739  -0.334
C 2.773 -8.791 3.898  -0.094
C 2.263 -9.963 4.434  0.005
C 3.087 -11.098 4.452  -0.055
C 4.422 -11.012 4.003  -0.055
C 4.927 -9.800 3.502  0.006
C 4.074 -8.706 3.428  -0.083
C 4.294 -7.326 2.900  -0.322
O 5.285 -6.828 2.385  0.111
N 3.066 -6.665 3.097  0.045
C 2.848 -5.223 2.805  -0.039
C 1.921 -5.017 1.616  -0.334
C 2.494 -4.387 0.331  -0.129
C 1.232 -3.949 -0.453  -0.153
C 0.056 -4.215 0.513  -0.189
N 0.741 -4.181 1.841  -0.053
H 1.240 -9.962 4.806  0.124
H 2.697 -12.051 4.816  0.107
H 5.060 -11.899 4.051  0.108
H 5.957 -9.696 3.165  0.124
H 2.416 -4.758 3.701  0.135
H 3.835 -4.809 2.592  0.126
H 1.578 -6.021 1.295  0.143
H 3.050 -3.485 0.608  0.078
H 3.149 -5.086 -0.197  0.118
H 1.270 -2.875 -0.663  0.101
H 1.137 -4.492 -1.396  0.102
H -0.757 -3.484 0.442  0.103
H -0.375 -5.218 0.301  0.113
H 0.152 -4.527 2.598  0.119

Output
SMILES string: CN1C(=O)C(=Cc2cc3c4c(c2)CCCN4CCC3)C(=O)N(C)C1=S.O=C1c2ccccc2C(=O)N1C[C@@H]1CCCN1
LUMO level (eV): -0.71
Net charge: 0
E_tot (a.u.): -2213.3831

=====

Record 3
# C5H9O3Pr

A structure of composition C5H9O3Pr in a non-equilibrium geometry (the ωB97M-V functional and the def2-TZVPD basis, OMol25).

Each line ends with the Löwdin charge.
Positions of all 18 atoms, in Å:
O -1.146 1.891 0.173  -0.353
C -1.290 0.879 -0.729  -0.306
C -1.709 -0.415 0.007  -0.110
H -1.172 1.551 -1.928  0.264
H -2.749 -0.448 0.359  0.141
H -1.696 -1.193 -0.774  0.135
O 2.086 1.579 -0.096  -0.112
C 2.085 0.462 -0.678  0.018
C 1.554 -0.703 0.125  -0.093
O 0.578 -0.229 1.031  -0.281
C -0.725 -0.850 1.095  -0.112
Pr 0.584 2.159 1.288  1.878
H 2.389 0.107 -1.675  0.191
H 2.358 -1.283 0.603  0.185
H 1.078 -1.378 -0.608  0.171
H -1.117 -0.571 2.080  0.149
H -0.582 -1.938 1.089  0.160
H -0.525 0.381 -1.363  0.075

Output
LUMO level (alpha / beta) (eV): -9.66 / -9.62
⟨S²⟩: 2.00
Multiplicity: 3
Net charge: +2
Relative energy (zero: lowest compared OMol25 entry of this formula, charge and spin) (kJ/mol): 0.0
E_tot (a.u.): -937.8933

=====

Record 4
# H4N2O2S

A cluster of 2 separate species, H4N2O2S in total in a non-equilibrium geometry (the ωB97M-V functional and the def2-TZVPD basis, OMol25).

Each line ends with the Löwdin charge.
Positions of all 9 atoms, in Å:
N 2.194 1.206 0.678  -0.324
N -1.906 0.022 -0.516  -0.023
O 1.920 -0.991 -0.507  -0.516
O -1.232 -1.028 0.280  -0.237
S 1.538 -0.152 0.642  0.832
H 2.801 1.731 0.032  0.031
H -1.149 0.503 -0.989  0.052
H -2.413 0.559 0.236  0.094
H -1.751 -1.851 0.144  0.091

Output
LUMO level (eV): -0.32
Net charge: 0
Relative energy (zero: lowest compared OMol25 entry of this formula, charge and spin) (kJ/mol): 277.8
E_tot (a.u.): -660.4686

=====

> Which of these has the highest net charge?

C5H9O3Pr